w:
23
Properties=species:S:1:pos:R:3 method="wB97M-V/def2-TZVPD" spin_multiplicity=2 homo_ev="-8.27 / -10.26" total_charge=0 homo_lumo_gap_ev="9.33 / 10.27" s_squared=0.753
C 1.7617 0.7343 -0.2691
C 0.7614 0.2518 -1.3639
C -0.6946 0.6726 -1.0054
C -1.8182 -0.3082 -1.4113
C -1.2698 -1.0542 -2.6373
N 0.9330 0.4078 4.1769
H 1.6694 0.0495 0.6083
H 2.8199 0.7305 -0.5142
H 0.9206 -0.8177 -1.4765
H 1.2376 0.5757 -2.3683
H -1.0462 1.6625 -1.2807
H -0.6356 -0.1523 0.9287
H -2.6989 0.1911 -1.6092
H -1.9892 -1.0423 -0.5783
H -0.7324 -0.3574 -3.2330
H -0.6051 -1.8779 -2.4967
H -2.1705 -1.4548 -3.1675
H 1.5730 1.7278 0.0247
H 0.6364 -0.5189 4.1585
H 1.9526 0.4710 4.2530
H -0.5908 -0.0733 2.5007
H 0.6016 0.8730 5.0073
O -0.6161 -0.6905 1.7531



x:
23
Properties=species:S:1:pos:R:3 method="wB97M-V/def2-TZVPD" spin_multiplicity=2 homo_ev="-3.14 / -11.31" total_charge=0 homo_lumo_gap_ev="4.17 / 12.06" s_squared=0.751
C 0.8306 -0.4134 0.6446
C 0.0367 0.8498 0.9376
C -0.4193 1.5941 -0.3418
C 0.6824 2.3437 -1.0513
C -1.6105 2.4946 -0.0735
N -0.0108 -1.4948 0.0346
H 1.5947 -0.2115 -0.1089
H 1.2693 -0.8160 1.5516
H -0.8558 0.6055 1.5213
H 0.7032 1.5249 1.4810
H -0.8369 0.8140 -0.9971
H 0.3897 2.5448 -2.0897
H 0.9234 3.2929 -0.5733
H 1.5864 1.7383 -1.1701
H -2.3909 2.0237 0.5135
H -2.0322 2.8034 -1.0315
H -1.3082 3.4102 0.4489
H -0.9219 -1.6550 0.5350
H 0.4655 -2.4075 0.1125
H -0.2760 -1.3750 -0.9752
H 0.1230 -4.7229 0.6981
H 0.3782 -4.8757 -0.7873
O 0.4886 -4.2429 -0.0636



Going by the energies, w is most stable and the next is 31.2 kJ/mol up.



w:
15
Properties=species:S:1:pos:R:3 method="wB97M-V/def2-TZVPD" homo_ev=-8.68 total_charge=0 homo_lumo_gap_ev=9.43
C 2.6392 -0.1855 -0.5723
O 1.3918 -0.8423 -0.4485
C 0.6661 -0.4342 0.6572
C -0.6246 -1.2579 0.7504
S -1.8734 -0.5149 -0.3766
C -1.1063 1.0821 -0.6946
S 0.1873 1.2997 0.5768
H 3.2386 -0.7344 -1.3174
H 2.5336 0.8795 -1.0433
H 3.2181 -0.0649 0.3833
H 1.3425 -0.5283 1.5654
H -1.0009 -1.2298 1.7733
H -0.4636 -2.2829 0.4436
H -1.7951 1.8376 -0.5715
H -0.6762 1.0776 -1.6925



x:
15
Properties=species:S:1:pos:R:3 method="wB97M-V/def2-TZVPD" homo_ev=-9.11 total_charge=0 homo_lumo_gap_ev=7.09
C -1.3765 0.3132 0.8067
C -2.7029 0.1259 0.2112
O -3.4429 1.0192 -0.1918
C -0.4406 -0.9048 0.9816
S 0.4974 -1.2747 -0.4640
S 2.1276 0.6577 0.2488
C 2.7870 0.3599 -1.4517
H -0.8086 0.9122 0.0895
H -1.5205 0.9611 1.6858
H -3.2235 -0.8531 0.2370
H -0.8549 -1.8744 1.4016
H 0.1817 -0.4790 1.7413
H 3.0985 -0.6719 -1.6063
H 3.6609 1.0145 -1.5607
H 2.0175 0.6941 -2.1290



Going by the energies, w is most stable and the next is 173.9 kJ/mol up.